(1)
ORCA calculation (ωB97M-V/def2-TZVPD) on 2 unconnected molecules or ions with the total composition C3H9O2SSi at a distorted geometry.

## Properties
Highest occupied orbital energy   -3.082 eV
Strongest force on any atom   3.25 eV Å⁻¹
Total charge   -1

Geometry (Å):
C (2.044, -0.821, 1.135)
C (1.822, -0.613, -0.333)
C (1.441, 0.940, -0.771)
O (-4.330, -0.552, -0.204)
O (0.278, 1.443, -0.548)
Si (-3.428, 0.622, 0.259)
S (-5.234, -1.249, -1.432)
H (3.054, -0.706, 1.553)
H (1.430, -0.019, 1.612)
H (1.759, -1.936, 1.311)
H (2.675, -0.971, -0.927)
H (0.872, -1.136, -0.574)
H (1.623, 0.866, -1.816)
H (2.320, 1.566, -0.412)
H (-4.321, 1.649, 1.018)
H (-2.006, 0.917, 0.129)

***

(2)
ORCA calculation (ωB97M-V/def2-TZVPD) on a molecular structure, C6H8O2 at a distorted geometry.

## Properties
Highest occupied orbital energy   -8.955 eV
Strongest force on any atom   6.73 eV Å⁻¹

Geometry (Å):
C (-0.805, 1.632, 0.114)
C (-1.134, -0.400, 1.258)
C (-0.184, -0.579, 0.104)
C (0.001, 0.510, -0.533)
C (1.113, 0.234, -1.553)
C (0.862, -1.471, -0.051)
H (-1.574, 2.202, -0.365)
H (0.094, 2.341, 0.619)
H (-0.729, -0.477, 2.178)
H (-2.009, -1.054, 1.458)
H (0.537, 0.367, -2.441)
H (1.900, 1.001, -1.505)
H (1.656, -1.353, 1.021)
H (0.577, -2.724, 0.090)
O (-1.619, 0.896, 1.007)
O (1.314, -1.125, -1.401)

***

(3)
ORCA calculation (ωB97M-V/def2-TZVPD) on a molecular structure, CH2Na8O4 at a distorted geometry.

## Properties
Highest occupied orbital energy   -27.827 eV
Strongest force on any atom   3.27 eV Å⁻¹
Total charge   +6

Geometry (Å):
Na (0.918, -2.463, 2.713)
Na (-0.015, 3.006, 2.679)
Na (2.577, 0.561, 1.992)
Na (-1.166, 2.694, -0.915)
Na (1.754, 0.424, -2.144)
Na (2.303, -2.280, -0.257)
Na (2.145, 3.324, -0.190)
Na (-1.394, -2.307, 0.391)
C (0.042, 0.345, 0.363)
O (0.660, 1.509, 0.436)
O (0.484, -0.735, 0.952)
O (-0.837, 0.183, -0.507)
O (-2.863, -1.487, -1.791)
H (-2.238, -2.020, -2.302)
H (-2.370, -0.753, -1.423)

***

(4)
ORCA calculation (ωB97M-V/def2-TZVPD) on 2 unconnected molecules or ions with the total composition C5H8N3O at a distorted geometry.

## Properties
Highest occupied orbital energy   -13.496 eV
Strongest force on any atom   4.40 eV Å⁻¹
Total charge   +1

Geometry (Å):
C (0.178, -1.860, -0.147)
C (1.348, -1.130, -0.207)
C (-0.092, 0.015, 1.080)
C (-0.495, 1.186, 1.887)
C (-0.341, 0.572, -3.168)
N (-0.757, 0.784, -2.079)
N (-0.723, -1.141, 0.685)
N (1.129, 0.027, 0.510)
O (-1.383, 1.024, -1.082)
H (0.005, -2.740, -0.633)
H (-1.123, 1.731, 1.206)
H (-0.919, 0.911, 2.782)
H (0.501, 1.721, 1.927)
H (2.214, -1.299, -0.700)
H (0.341, 0.760, -3.928)
H (-1.592, -1.406, 1.057)
H (1.708, 0.847, 0.810)

***

(5)
ORCA calculation (ωB97M-V/def2-TZVPD) on 2 unconnected molecules or ions with the total composition C6H5N5O at a distorted geometry.

## Properties
SMILES   C1=NNC=NN1.N#CC#CC=O
Highest occupied orbital energy   -7.298 eV
Strongest force on any atom   1.17 eV Å⁻¹

Geometry (Å):
C (-0.052, -1.961, 0.904)
C (-0.082, -2.079, -1.710)
C (0.507, 1.269, 1.131)
C (0.170, 2.617, 0.666)
C (-0.110, 3.719, 0.288)
C (-0.438, 4.999, -0.149)
H (-2.088, -2.389, 0.684)
H (-0.125, -1.928, 1.986)
H (1.928, -1.644, -1.489)
H (-0.009, -2.108, -2.805)
H (-0.201, 0.852, 1.871)
N (-1.194, -2.228, 0.222)
N (1.103, -1.752, 0.397)
N (1.060, -1.812, -1.034)
N (-1.230, -2.294, -1.197)
N (-0.715, 6.063, -0.508)
O (1.476, 0.676, 0.743)

***

(6)
ORCA calculation (ωB97M-V/def2-TZVPD) on a molecular structure, C42H57BF3N8O3S4W.

## Properties
<S²>   2.0191
Highest occupied orbital energy (spin up / spin down)   -10.114 / -10.551 eV
Strongest force on any atom   0.79 eV Å⁻¹
Multiplicity   3
Total charge   +1

Geometry (Å):
W (-1.493, 0.122, 1.914)
C (-4.186, -3.811, -0.321)
C (-2.717, -3.580, -0.488)
C (-1.824, -4.562, -0.783)
C (-0.437, -4.283, -0.918)
N (0.025, -3.074, -0.746)
N (-0.865, -2.131, -0.434)
B (-0.368, -0.672, -0.294)
N (-0.621, -0.006, -1.644)
N (-0.276, -0.773, -2.691)
C (-0.283, -0.228, -3.870)
C (-0.690, 1.128, -4.039)
C (-1.051, 1.888, -2.975)
C (-1.505, 3.306, -3.102)
C (-0.971, 1.271, -1.685)
S (-1.263, 2.025, -0.202)
C (0.201, -1.125, -5.009)
C (-0.549, -2.461, -4.951)
C (-0.020, -0.473, -6.373)
C (1.700, -1.374, -4.794)
N (1.091, -0.536, 0.101)
N (1.876, 0.203, -0.712)
C (3.143, 0.236, -0.440)
C (3.687, -0.527, 0.643)
C (2.890, -1.234, 1.474)
C (3.385, -2.003, 2.658)
C (1.483, -1.162, 1.213)
S (0.276, -1.787, 2.220)
C (4.030, 1.107, -1.312)
C (3.201, 1.842, -2.363)
C (4.733, 2.132, -0.410)
C (5.069, 0.218, -2.008)
C (-2.164, -2.290, -0.289)
S (-3.055, -0.878, 0.177)
C (0.563, -5.379, -1.241)
C (0.102, -6.138, -2.493)
C (1.951, -4.793, -1.491)
C (0.617, -6.337, -0.042)
H (-4.422, -4.871, -0.389)
H (-4.748, -3.277, -1.090)
H (-4.522, -3.424, 0.642)
H (-2.171, -5.582, -0.894)
H (-0.723, 1.557, -5.032)
H (-1.690, 3.562, -4.144)
H (-0.752, 3.986, -2.698)
H (-2.416, 3.466, -2.524)
H (-1.618, -2.320, -5.127)
H (-0.421, -2.933, -3.975)
H (-0.162, -3.133, -5.719)
H (-1.070, -0.220, -6.538)
H (0.277, -1.170, -7.157)
H (0.580, 0.432, -6.496)
H (1.875, -1.836, -3.820)
H (2.265, -0.439, -4.837)
H (2.083, -2.037, -5.573)
H (4.758, -0.519, 0.809)
H (4.473, -2.026, 2.678)
H (3.006, -3.026, 2.642)
H (3.018, -1.547, 3.580)
H (2.444, 2.478, -1.901)
H (2.688, 1.142, -3.026)
H (3.865, 2.469, -2.961)
H (4.005, 2.749, 0.122)
H (5.354, 2.791, -1.019)
H (5.381, 1.655, 0.328)
H (4.582, -0.539, -2.629)
H (5.717, -0.294, -1.294)
H (5.704, 0.828, -2.651)
H (-0.060, -5.457, -3.332)
H (-0.821, -6.696, -2.321)
H (0.868, -6.857, -2.785)
H (1.944, -4.097, -2.333)
H (2.642, -5.606, -1.721)
H (2.324, -4.256, -0.618)
H (-0.359, -6.780, 0.169)
H (0.956, -5.817, 0.857)
H (1.314, -7.151, -0.250)
C (-4.485, 4.802, -0.052)
C (-4.432, 4.315, 1.389)
N (-3.070, 4.342, 1.942)
C (-2.468, 5.682, 2.097)
C (-2.765, 6.274, 3.465)
C (-2.425, 3.275, 2.390)
S (-3.240, 1.717, 2.333)
N (-1.233, 3.506, 2.961)
C (-0.216, 2.690, 2.968)
O (-0.103, 1.605, 2.280)
C (0.987, 3.079, 3.746)
C (2.211, 2.483, 3.459)
C (3.341, 2.844, 4.175)
C (3.244, 3.786, 5.191)
C (2.019, 4.370, 5.490)
C (0.892, 4.022, 4.762)
H (-5.442, 4.523, -0.492)
H (-3.688, 4.333, -0.632)
H (-4.391, 5.884, -0.138)
H (-4.802, 3.298, 1.440)
H (-5.065, 4.925, 2.038)
H (-2.882, 6.304, 1.306)
H (-1.399, 5.599, 1.934)
H (-3.832, 6.459, 3.598)
H (-2.242, 7.224, 3.580)
H (-2.427, 5.599, 4.250)
H (2.265, 1.740, 2.674)
H (4.296, 2.388, 3.948)
H (4.124, 4.064, 5.756)
H (1.945, 5.100, 6.285)
H (-0.070, 4.464, 4.985)
C (-3.367, -3.504, 3.475)
O (-2.553, -2.584, 2.731)
C (-2.872, -1.262, 2.907)
O (-3.837, -0.937, 3.544)
H (-3.132, -4.490, 3.082)
H (-4.424, -3.278, 3.351)
H (-3.116, -3.449, 4.533)
F (0.417, 0.132, 4.349)
C (-0.900, -0.078, 4.095)
F (-1.537, 0.910, 4.788)
F (-1.182, -1.223, 4.767)